(1)
Entry from the OMol25 dataset: the ion C6H10BrClN3O4P2 with charge -1 at a distorted geometry (the ωB97M-V functional and the def2-TZVPD basis).

Each line ends with the Löwdin charge.
Cartesian coordinates (Å):
C 3.419 -0.767 0.778  -0.2385
C 2.024 -0.180 1.322  -0.2623
C 0.702 -0.728 0.503  -0.6425
Br 1.316 -1.978 -0.975  0.6417
N -0.172 0.359 0.059  -0.2939
P 0.563 1.600 -0.932  0.7215
N 1.998 1.262 -1.559  -0.3157
C -1.575 0.031 -0.255  -0.5901
N -2.287 1.391 -0.393  0.0899
C -2.373 1.851 0.857  -0.2451
O -2.760 2.282 1.979  0.0582
C -1.820 -0.657 -1.722  -0.5568
O -1.759 0.030 -2.826  -0.1225
O -2.168 -2.012 -1.875  -0.2351
P -2.559 -0.847 1.140  0.6684
O -4.208 -0.730 0.585  -0.3606
Cl -2.188 -2.921 1.209  0.1756
H 3.519 -1.914 0.939  0.0606
H 4.248 -0.308 1.462  0.0708
H 3.695 -0.440 -0.289  0.0455
H 1.947 -0.526 2.433  0.1101
H 2.082 0.963 1.362  0.0859
H 0.209 -1.456 1.264  0.0655
H -0.296 1.974 -2.042  0.0331
H 0.732 2.768 -0.078  0.0019
H 1.918 1.356 -2.587  -0.0307
H -4.209 -0.405 -0.360  0.0651

The calculation puts the frontier orbital gap at 7.59 eV. As for the total charge: -1. The maximum force is 0.15291 Eh/bohr. Its SMILES is CC[C@H](Br)N([PH2]=N)[C@@](N=C=O)(C(=O)[O-])P(O)Cl. The calculation puts the calculated total energy at -4416.7318 Ha.

***

(2)
Entry from the OMol25 dataset: a structure of composition C22H37BN7OPdSi at a distorted geometry (the ωB97M-V functional and the def2-TZVPD basis).

Each line ends with the Löwdin charge.
Cartesian coordinates (Å):
Pd 0.810 -0.871 -0.407  0.8379
B 1.125 -3.654 -2.967  -0.3926
N 0.025 -3.618 -1.843  -0.0645
C -1.018 -4.447 -1.851  -0.0756
C -1.747 -4.286 -0.680  -0.0491
C -1.059 -3.299 0.001  -0.1908
N 0.010 -2.901 -0.706  -0.0653
N 2.348 -2.760 -2.618  -0.0823
C 3.556 -2.960 -3.142  -0.0756
C 4.412 -1.964 -2.707  -0.0417
C 3.615 -1.179 -1.895  -0.1644
N 2.363 -1.658 -1.848  -0.0387
H 1.523 -4.795 -3.066  0.0740
H 0.624 -3.321 -4.025  0.0674
H -1.168 -5.119 -2.686  0.1365
H -2.634 -4.820 -0.369  0.1042
H -1.242 -2.885 0.975  0.0742
H 3.729 -3.804 -3.795  0.1323
H 5.455 -1.826 -2.945  0.1019
H 3.890 -0.300 -1.355  0.0621
N 4.322 1.049 2.005  0.2294
C 3.595 1.053 0.888  -0.5051
O 2.708 0.236 0.690  -0.0445
C 3.927 2.154 -0.083  -0.0645
C 4.867 3.144 0.275  -0.1507
N 5.625 3.943 0.631  0.2391
C 3.299 2.232 -1.339  -0.1894
N 2.782 2.293 -2.371  0.2706
H 5.110 1.663 2.144  0.1164
H 4.181 0.295 2.658  0.1401
C -2.864 -0.600 -1.419  -0.0742
C -3.229 -0.159 -0.030  -0.3777
C -4.065 1.076 0.095  -0.0658
C -3.590 -1.244 0.952  -0.0578
Si -0.820 0.647 0.514  0.9431
C -0.818 2.418 -0.185  -0.6448
C 0.669 2.806 -0.134  -0.1276
C -1.634 3.432 0.628  -0.0721
C -1.236 2.444 -1.663  -0.0930
C -0.756 0.564 2.423  -0.6496
C -2.055 0.964 3.132  -0.0714
C 0.367 1.518 2.869  -0.0872
C -0.336 -0.862 2.827  -0.1051
H -3.769 -1.037 -1.873  0.1229
H -2.103 -1.381 -1.427  0.0537
H -2.546 0.223 -2.059  0.0661
H -5.089 0.800 -0.201  0.1212
H -3.753 1.883 -0.561  0.0628
H -4.124 1.434 1.126  0.0852
H -3.815 -2.172 0.422  0.0950
H -4.456 -0.952 1.548  0.0980
H -2.794 -1.473 1.656  0.0442
H 1.056 2.885 0.887  0.0700
H 0.792 3.783 -0.619  0.1124
H 1.271 2.086 -0.686  0.0076
H -1.228 3.566 1.634  0.0693
H -2.683 3.164 0.724  0.0577
H -1.589 4.406 0.126  0.1022
H -0.688 1.703 -2.256  0.0849
H -1.001 3.430 -2.079  0.0992
H -2.304 2.282 -1.807  0.0580
H -2.382 1.969 2.847  0.0742
H -1.877 0.975 4.215  0.1009
H -2.871 0.264 2.944  0.0644
H 0.103 2.568 2.729  0.0710
H 1.307 1.320 2.348  0.0519
H 0.538 1.358 3.942  0.1053
H -1.089 -1.613 2.592  0.0477
H -0.175 -0.904 3.911  0.1004
H 0.599 -1.165 2.342  0.0657

The spin multiplicity is 5. The calculation puts the frontier orbital gap (alpha / beta) at 8.17 / 4.60 eV. The calculation puts the energy relative to the best compared isomer or geometry (same formula, charge and spin) at 0.0 kcal/mol. As for the total charge: +1. The maximum force is 0.02544 Eh/bohr. Its expectation value of S² is 6.032. The calculation puts the calculated total energy at -1760.8810 Ha.

***

(3)
Entry from the OMol25 dataset: the molecule C3H2N2S at a distorted geometry (the ωB97M-V functional and the def2-TZVPD basis).

Each line ends with the Löwdin charge.
Cartesian coordinates (Å):
C 0.317 0.050 -0.020  -0.7169
C -0.642 1.138 0.079  -0.1953
C -0.597 -1.103 0.046  -0.1764
H -0.239 2.155 0.096  0.1185
H -0.344 -2.096 0.021  0.0811
N -1.812 0.685 -0.079  0.0406
N -1.828 -0.729 0.003  0.0602
S 1.975 -0.016 -0.013  0.7882

The calculation puts the frontier orbital gap at 7.08 eV. The calculation puts the energy relative to the best compared isomer or geometry (same formula, charge and spin) at 36.1 kcal/mol. The maximum force is 0.05933 Eh/bohr. Its SMILES is S=C1C=NN=C1. The calculation puts the calculated total energy at -623.1156 Ha.

***

(4)
Entry from the OMol25 dataset: the ion C9H21N2S with charge +1 at a distorted geometry (the ωB97M-V functional and the def2-TZVPD basis).

Each line ends with the Löwdin charge.
Cartesian coordinates (Å):
C -0.400 -2.181 0.400  -0.2636
C 0.986 -2.705 0.124  -0.4388
C 1.318 -0.128 0.859  -0.4536
C 1.610 0.487 -1.590  -0.0706
C 1.619 2.349 0.069  -0.0315
C -3.052 -0.832 -0.493  -0.0300
C -1.788 1.267 -0.611  -0.0287
C 1.945 0.829 -0.157  -0.3532
C -1.883 -0.079 0.167  -0.3208
N 0.811 0.398 1.958  0.1307
N -0.569 -0.809 -0.096  -0.0488
S 2.073 -1.806 1.227  1.0033
H -1.235 -2.814 -0.084  0.1441
H -0.608 -2.125 1.570  0.1586
H 1.187 -3.677 0.385  0.0518
H 1.137 -2.463 -0.927  0.0854
H 1.499 -0.532 -1.918  0.0779
H 2.362 0.723 -2.269  0.0789
H 0.764 1.015 -1.909  0.0604
H 0.565 2.615 0.162  0.0668
H 2.069 2.750 -0.856  0.1048
H 2.325 2.568 0.834  0.0763
H -2.840 -0.632 -1.601  0.1209
H -3.152 -1.837 -0.311  0.0426
H -3.937 -0.370 -0.310  0.0535
H -1.517 1.126 -1.672  0.0946
H -0.935 1.809 -0.210  0.0372
H -2.650 1.858 -0.635  0.0742
H 3.048 0.733 -0.066  0.1543
H -1.986 -0.048 1.213  0.1192
H 0.786 1.393 2.139  0.1234
H 0.656 -0.031 2.841  0.1148
H -0.310 -0.689 -1.024  0.0658

The calculation puts the frontier orbital gap at 9.64 eV. The calculation puts the energy relative to the best compared isomer or geometry (same formula, charge and spin) at 11.1 kcal/mol. As for the total charge: +1. The maximum force is 0.08928 Eh/bohr. The calculation puts the calculated total energy at -862.9085 Ha.